1.
C2H7N3 | ωB97M-V/def2-TZVPD

Structure (XYZ):
```
12
Properties=species:S:1:pos:R:3:mulliken_charge:R:1
H 1.21 1.88 -0.05 0.210
N 0.31 1.42 0.12 -0.601
C 0.52 0.16 0.01 0.369
N 1.71 -0.59 -0.03 -0.494
C -0.66 -0.73 0.20 -0.355
N -1.95 -0.13 -0.22 -0.647
H 2.50 -0.07 -0.55 0.258
H 1.60 -1.56 -0.32 0.233
H -0.62 -1.09 1.36 0.218
H -0.36 -1.72 -0.42 0.214
H -1.81 0.60 -0.99 0.293
H -2.18 0.43 0.58 0.302
```

Summary:
**SMILES string**: [H]/N=C(\N)CN
**Frontier orbital gap**: 10.31 eV
**Energy above the lowest of the compared OMol25 structures with the same formula, charge and spin**: 98.37 kJ/mol
**E_HOMO**: -9.5 eV
**Calculated total energy**: -244.6379 Ha



2.
C40H28Cl4N5O5Sn | ωB97M-V/def2-TZVPD

Structure (XYZ):
```
83
Properties=species:S:1:pos:R:3:mulliken_charge:R:1
Sn 1.70 -1.59 -1.40 0.957
Cl -1.74 -5.32 3.61 -0.253
C -0.50 -4.40 2.82 -0.026
C -0.48 -4.36 1.43 -0.531
C 0.50 -3.64 0.74 -0.218
N 0.56 -3.53 -0.65 0.120
C 0.08 -4.53 -1.42 0.291
O -0.44 -5.59 -1.07 -0.743
C 0.20 -4.32 -2.92 0.297
C -0.76 -4.89 -3.75 -0.702
C -0.66 -4.69 -5.12 -0.344
C 0.41 -3.95 -5.61 -0.677
C 1.33 -3.45 -4.71 -0.228
N 1.23 -3.63 -3.40 -0.153
C 1.46 -2.92 1.48 -0.857
C 1.43 -2.98 2.87 0.308
C 0.46 -3.71 3.54 -0.051
Cl 0.48 -3.74 5.28 -0.234
N 2.35 -2.10 0.77 0.139
C 3.57 -1.82 1.28 0.207
O 4.12 -2.31 2.26 -0.755
C 4.32 -0.73 0.54 0.348
C 5.43 -0.14 1.13 -0.865
C 6.06 0.90 0.48 -0.292
C 5.57 1.32 -0.75 -0.775
C 4.47 0.67 -1.28 -0.237
N 3.86 -0.33 -0.64 0.141
H -1.22 -4.91 0.88 0.677
H -1.55 -5.47 -3.31 0.452
H -1.40 -5.11 -5.79 0.420
H 0.52 -3.76 -6.67 0.393
H 2.18 -2.87 -5.05 0.388
H 2.17 -2.44 3.45 0.577
H 5.76 -0.53 2.08 0.514
H 6.93 1.38 0.91 0.420
H 6.02 2.15 -1.29 0.411
H 4.04 0.95 -2.23 0.419
C -0.90 1.26 -3.94 -1.623
C -1.05 -0.01 -3.14 0.766
O -0.27 -0.93 -3.27 -0.375
C -2.17 -0.13 -2.17 0.419
C -3.19 0.82 -2.09 -0.346
C -4.24 0.62 -1.21 -0.810
C -4.28 -0.50 -0.39 -0.527
C -3.25 -1.43 -0.45 -0.510
C -2.21 -1.25 -1.34 0.087
H -0.03 1.18 -4.58 0.330
H -0.77 2.09 -3.24 0.331
H -1.79 1.44 -4.54 0.444
H -3.18 1.70 -2.71 0.351
H -5.04 1.36 -1.15 0.405
H -5.10 -0.65 0.30 0.402
H -3.27 -2.30 0.19 0.500
H -1.41 -1.97 -1.42 0.364
Cl 1.13 5.80 1.21 -0.234
C -0.58 5.96 1.49 0.616
C -1.11 7.23 1.41 -0.657
C -2.45 7.44 1.66 -0.347
C -3.24 6.35 1.96 -0.715
C -2.71 5.06 2.01 0.706
Cl -3.89 3.80 2.20 -0.178
C -1.35 4.81 1.80 -0.616
N -0.67 3.60 1.80 0.161
C -0.81 2.38 2.46 -0.302
C -1.59 2.20 3.60 -0.548
C -1.72 0.94 4.18 -0.925
C -1.05 -0.15 3.64 -0.686
C -0.16 0.06 2.60 0.699
C 0.01 1.32 2.03 0.153
C 1.15 1.56 1.08 -0.721
C 0.75 1.69 -0.40 0.747
O 0.23 2.75 -0.78 -0.858
O 1.02 0.69 -1.15 -0.343
H -0.46 8.06 1.16 0.397
H -2.88 8.43 1.62 0.354
H -4.31 6.46 2.13 0.404
H -0.04 3.54 1.00 0.070
H -2.08 3.04 4.06 0.660
H -2.35 0.82 5.05 0.377
H -1.17 -1.14 4.06 0.370
H 0.44 -0.76 2.23 0.438
H 1.86 0.73 1.15 -0.371
H 1.66 2.48 1.36 0.605
```

Summary:
**Frontier orbital gap**: 7.36 eV
**Energy above the lowest of the compared OMol25 structures with the same formula, charge and spin**: 58.19 kJ/mol
**Total charge**: -1
**E_HOMO**: -5.1 eV
**Calculated total energy**: -4246.3743 Ha



3.
H3O5P2 | ωB97M-V/def2-TZVPD

Structure (XYZ):
```
10
Properties=species:S:1:pos:R:3:mulliken_charge:R:1
O 1.84 -0.95 -0.74 -0.703
P 1.16 0.31 -0.39 0.624
O 1.39 1.13 0.82 -0.724
P -1.08 0.02 -0.06 0.642
O -2.35 0.18 -0.77 -0.715
O -0.82 -1.50 0.34 -0.435
O -1.12 0.77 1.31 -0.445
H 1.38 1.00 -1.68 0.023
H -0.21 -1.81 -0.32 0.324
H -0.19 0.84 1.50 0.410
```

Summary:
**SMILES string**: O=[P@H]([O-])P(=O)(O)O
**Frontier orbital gap**: 9.29 eV
**Energy above the lowest of the compared OMol25 structures with the same formula, charge and spin**: 22.01 kJ/mol
**Total charge**: -1
**E_HOMO**: -5.2 eV
**Calculated total energy**: -1060.9310 Ha